# 1
DFT (ωB97M-V with the def2-TZVPD basis set) results for C33H65F3InO11 as an isolated structure in a non-equilibrium geometry.

Net charge: -1
DFT total energy in eV: -71118.48997
Kohn-Sham gap in eV: 6.326

Last column: Mulliken charge in e.
Positions of all 113 atoms, in Å:
C: 2.02733 -5.30346 0.51139  -0.76
C: 1.68688 -6.06708 -0.80395  0.62
O: 2.07508 -7.20093 -0.94202  -0.55
O: 0.97395 -5.47059 -1.86170  -0.29
C: -0.33167 -6.10278 -1.87739  -0.51
C: -1.54231 -5.09407 -1.72590  -0.77
C: -1.17124 -3.70924 -1.05346  1.40
C: -2.26295 -3.28513 0.01456  -0.72
C: -2.50536 -1.70252 0.08335  -0.30
C: -1.14595 -0.87662 0.06445  -0.86
In: -1.65014 1.34244 -0.20730  1.51
C: -2.87992 1.43109 -2.10574  -0.87
O: -2.93959 0.19284 -2.86184  -0.52
C: -1.70375 -0.16353 -3.38986  0.30
O: -1.43874 0.39683 -4.69205  -0.43
C: -0.41534 -0.36698 -5.33509  -0.47
C: 1.00416 -0.15130 -4.70226  0.37
O: 1.36503 -1.13336 -3.72090  -0.42
C: -2.70304 1.95355 1.66696  -1.24
C: -3.20185 3.44170 1.80795  0.40
C: -3.58859 4.17973 0.46596  -0.80
O: -2.32757 4.29542 2.60050  -0.45
C: -0.97998 4.21003 2.15207  0.83
C: -0.10167 5.36779 2.76208  0.02
C: 0.04245 5.61601 4.18736  -0.35
C: 0.93241 6.70908 4.61066  -0.51
C: 1.67715 7.54486 3.68311  -0.38
C: 1.51903 7.30764 2.24478  -0.60
C: 0.63933 6.23053 1.83440  -0.10
C: 0.33152 2.34358 -0.62876  -1.58
C: 0.38044 2.92178 -2.10733  0.70
O: 1.75830 2.74353 -2.55579  -0.63
C: 0.10924 4.46136 -2.16976  0.55
F: -0.09960 4.78111 -3.52682  -0.33
F: 1.14883 5.25258 -1.76365  -0.28
F: -1.02067 4.87880 -1.51764  -0.18
H: 1.45696 -5.76180 1.36836  0.32
H: 3.11259 -5.42856 0.76547  0.19
H: 1.81170 -4.20555 0.42020  0.25
H: -0.45908 -6.89172 -1.08746  0.29
H: -0.44161 -6.59599 -2.88231  0.27
H: -1.97185 -4.85880 -2.74014  0.34
H: -2.35552 -5.55559 -1.10226  0.32
H: -0.18249 -3.70840 -0.52885  -0.36
H: -1.12281 -2.91745 -1.84372  -0.58
H: -1.99074 -3.66210 1.04334  0.08
H: -3.22669 -3.77677 -0.31443  0.36
H: -3.21102 -1.34418 -0.72151  0.26
H: -3.04743 -1.52414 1.05314  0.10
H: -0.48799 -1.14003 -0.80077  0.02
H: -0.64268 -0.96597 1.06357  0.32
H: -3.93885 1.67524 -1.79387  0.22
H: -2.57952 2.28661 -2.78737  0.34
H: -0.82537 0.06321 -2.72728  -0.17
H: -1.72712 -1.29025 -3.52231  0.09
H: -0.34312 -0.00840 -6.40036  0.31
H: -0.62320 -1.47070 -5.32660  0.28
H: 0.97681 0.84603 -4.17921  -0.15
H: 1.84737 -0.08654 -5.46091  0.06
H: 2.25833 -0.95961 -3.38023  0.24
H: -2.03718 1.73002 2.55443  0.21
H: -3.60549 1.28608 1.80833  0.35
H: -4.15135 3.39960 2.42071  0.44
H: -2.90672 5.06348 0.35806  0.18
H: -3.64368 3.53058 -0.43941  0.12
H: -4.62115 4.62164 0.59533  0.27
H: -0.95123 4.37940 1.04193  -0.60
H: -0.47212 3.25794 2.46527  0.27
H: -0.49043 4.97350 4.93458  0.29
H: 1.09089 6.91626 5.69952  0.33
H: 2.37555 8.35405 3.98649  0.32
H: 2.05066 7.87381 1.45073  0.36
H: 0.51514 6.03027 0.73972  0.14
H: 1.15004 1.56494 -0.61639  0.43
H: 0.64941 3.13006 0.10196  0.21
H: -0.32251 2.40014 -2.80276  0.03
H: 1.73088 3.07704 -3.47736  0.41
C: 4.16438 -2.66465 -7.30377  -1.04
C: 4.08137 -1.15026 -7.30085  -0.19
O: 4.11508 -0.65343 -5.96755  -0.48
H: 3.33715 -3.09361 -6.73489  0.26
H: 4.13214 -3.05617 -8.32289  0.33
H: 5.08912 -3.00209 -6.82748  0.32
H: 3.14783 -0.81829 -7.75703  0.28
H: 4.91480 -0.71359 -7.86139  0.28
H: 4.94516 -0.94126 -5.57053  0.26
C: -5.75365 -4.33240 3.65827  -1.13
C: -4.33044 -3.97355 3.27261  -0.27
O: -4.32276 -2.90253 2.33859  -0.38
H: -6.32851 -4.61713 2.77471  0.30
H: -5.76938 -5.16026 4.37118  0.35
H: -6.26072 -3.47370 4.10681  0.33
H: -3.83506 -4.82608 2.80584  0.27
H: -3.75193 -3.67711 4.15442  0.28
H: -4.75259 -2.14792 2.75898  0.22
C: 1.28506 1.42608 6.69842  -1.02
C: 1.04835 2.71878 7.45580  -0.27
O: 0.08891 3.52227 6.77907  -0.44
H: 1.63539 1.63525 5.68589  0.25
H: 2.02599 0.80494 7.20680  0.35
H: 0.35602 0.85746 6.60415  0.33
H: 1.97257 3.29326 7.52870  0.27
H: 0.68647 2.51519 8.46959  0.26
H: -0.72943 3.01420 6.72448  0.26
C: 5.19380 -1.83908 1.75775  -1.07
C: 5.14203 -3.32956 1.48169  -0.16
O: 4.67465 -3.57486 0.15947  -0.48
H: 4.20538 -1.39271 1.63344  0.26
H: 5.54480 -1.64123 2.77286  0.32
H: 5.86188 -1.33823 1.05183  0.33
H: 4.45790 -3.82245 2.17418  0.29
H: 6.13346 -3.78132 1.59488  0.28
H: 5.28622 -3.14602 -0.45003  0.25

Cartesian forces, eV/Å:
C -0.2 0.6 -0.2
C 1.0 -0.4 -0.2
O -0.3 0.5 0.2
O -0.2 -0.5 2.3
C -1.8 -0.2 -1.0
C 0.5 0.8 0.1
C -0.5 0.2 0.6
C -0.5 0.5 -0.8
C 0.7 -0.4 0.4
C -1.2 0.4 0.2
In 0.4 -0.9 0.1
C -0.7 1.3 0.1
O 1.2 0.5 -0.5
C 0.0 -1.5 0.3
O 0.2 -0.7 0.0
C 1.1 0.1 -0.2
C 0.8 1.2 0.1
O -0.3 -0.3 -0.2
C -0.2 0.4 0.7
C -1.2 -0.6 0.2
C -0.6 0.6 0.7
O 0.4 -0.7 -0.4
C 1.0 1.4 0.3
C 0.8 1.4 0.3
C 1.1 1.3 -1.4
C 0.0 -0.2 -1.0
C -1.2 -1.5 -1.6
C -1.3 -1.7 1.7
C 0.0 0.0 1.0
C 0.5 0.5 -1.0
C 1.0 -0.1 2.1
O -1.2 0.6 -1.1
C -0.5 0.0 -1.1
F 0.3 0.0 1.4
F -1.2 -0.9 -0.2
F 1.3 -0.5 -0.5
H 0.3 0.5 -1.0
H -1.0 0.0 -0.6
H 0.1 -1.1 0.2
H 0.6 0.7 -0.7
H 0.2 0.2 1.0
H 0.4 -0.4 1.0
H 0.8 0.1 -0.7
H -0.8 -0.2 -0.7
H 0.1 -0.7 0.7
H -0.3 0.3 -1.0
H 0.8 0.5 0.6
H 0.8 -0.6 0.5
H 0.6 0.0 -1.0
H -0.3 0.0 0.9
H -0.1 -0.2 -1.0
H 0.9 -0.5 -0.5
H -0.3 -0.8 0.5
H -0.8 0.1 -0.2
H 0.0 1.0 0.1
H -0.3 -0.3 1.1
H -0.1 0.8 0.0
H -0.1 -0.7 -0.6
H -1.2 -0.2 0.5
H -0.5 0.2 -0.3
H -0.7 0.2 -0.8
H 0.9 0.6 -0.3
H 1.0 0.3 -0.4
H -0.5 -0.9 -0.3
H 0.4 0.5 0.7
H 1.0 -0.4 -0.2
H 0.1 -0.6 0.9
H -0.6 0.6 -0.6
H 0.7 0.9 -0.8
H -0.3 -0.4 -1.1
H -0.7 -0.8 0.1
H -0.4 -0.3 0.9
H 0.1 0.2 1.1
H -0.9 0.6 0.0
H -0.2 -0.5 -0.7
H 0.4 0.6 0.5
H 0.5 -0.3 0.5
C -0.1 -0.1 0.0
C 0.3 -0.2 0.2
O 0.0 0.2 0.0
H 0.0 0.1 -0.1
H 0.0 0.0 0.0
H 0.0 0.0 -0.1
H 0.0 0.1 0.2
H -0.1 0.0 -0.2
H -0.1 0.0 0.0
C -0.1 -0.1 0.0
C -0.3 0.4 0.1
O -0.1 -0.2 0.1
H 0.1 0.0 0.0
H -0.1 0.0 0.0
H 0.1 0.0 0.1
H 0.0 0.1 -0.1
H 0.0 -0.2 0.1
H 0.1 0.0 -0.1
C 0.1 -0.1 0.0
C -0.3 -0.2 -0.2
O 0.0 0.1 0.1
H 0.0 0.0 0.1
H 0.0 0.0 0.0
H 0.0 0.0 0.1
H -0.1 0.1 -0.1
H 0.2 0.0 0.1
H 0.1 0.1 -0.1
C -0.1 0.1 0.1
C 0.2 0.3 -0.3
O 0.0 -0.2 0.0
H 0.0 -0.1 0.1
H 0.0 0.0 0.0
H 0.1 0.0 0.1
H 0.0 -0.1 -0.2
H 0.0 0.0 0.2
H -0.1 0.0 0.0

***

# 2
DFT (ωB97M-V with the def2-TZVPD basis set) results for one molecule with the formula C3H8N4S in a non-equilibrium geometry.

Net charge: 0
ΔE to the lowest compared entry with this formula, charge and spin in eV: 3.383
DFT total energy in eV: -20032.85396
Kohn-Sham gap in eV: 8.534
Structure (SMILES): C/N=C(/N)C(=S)NN

Last column: natural (NBO) charge in e.
Positions of all 16 atoms, in Å:
C: -1.53351 1.11657 -0.74713  -0.44
C: -0.62859 -0.94300 0.07142  0.35
C: 0.77572 -0.50616 0.05803  0.03
H: -2.41627 1.52655 -1.32522  0.22
H: -1.42125 1.81601 0.29751  0.18
H: -0.71511 0.96314 -1.53736  0.20
H: -0.56646 -2.96635 0.36339  0.38
H: -1.96155 -2.01391 0.49613  0.39
H: 0.29624 1.26175 1.15506  0.41
H: 2.25489 0.95229 -0.70837  0.38
H: 3.21700 0.87153 0.88735  0.39
N: -1.64883 -0.22477 -0.25788  -0.49
N: -0.98310 -2.06272 0.83943  -0.79
N: 1.11902 0.54642 0.81751  -0.43
N: 2.33654 1.19396 0.27168  -0.66
S: 1.87526 -1.53132 -0.68152  -0.13

Cartesian forces, eV/Å:
C 0.9 0.9 0.5
C -1.9 2.1 1.1
C 0.9 -1.8 0.4
H 0.7 -0.9 1.0
H 0.2 -1.2 -3.3
H -0.4 1.8 1.2
H -0.7 2.2 1.5
H 0.0 -1.0 1.2
H 2.9 -2.4 -1.3
H 1.3 -0.2 0.1
H -2.7 0.5 -2.6
N -0.2 -0.9 0.1
N 0.3 -2.5 -2.9
N -0.7 2.9 -0.6
N 0.0 -0.1 3.7
S -0.7 0.7 -0.1

***

# 3
DFT (ωB97M-V with the def2-TZVPD basis set) results for C19H23CaF5NP as an isolated structure in a non-equilibrium geometry.

Net charge: 0
ΔE to the lowest compared entry with this formula, charge and spin in eV: 0.000
DFT total energy in eV: -62877.16425
Kohn-Sham gap in eV: 6.400

Last column: natural (NBO) charge in e.
Positions of all 50 atoms, in Å:
C: -0.69122 -4.78659 0.49751  -0.23
C: 0.57391 -4.21406 0.56908  -0.24
C: 0.74511 -2.80860 0.55848  -0.05
C: -0.38291 -1.99047 0.57737  -0.59
C: -1.64601 -2.56132 0.44906  0.00
C: -1.81683 -3.96400 0.45600  -0.27
C: 2.16205 -2.30747 0.55212  -0.44
C: 2.92291 -2.14878 -0.81990  -0.18
N: 2.37423 -1.39396 -1.91502  -0.49
Ca: -0.62857 0.59803 1.14783  1.71
C: -2.87450 -1.69816 0.20335  -0.74
P: -2.45420 -0.21175 -0.82741  0.68
H: 1.46940 -4.84013 0.62368  0.20
H: -2.82785 -4.38332 0.39769  0.19
H: -0.79980 -5.87088 0.44703  0.21
H: -3.37112 -1.34445 1.12617  0.21
H: -3.63626 -2.25142 -0.36183  0.23
H: 2.24492 -1.35333 1.07556  0.23
H: 2.77199 -3.02197 1.14058  0.20
H: 3.85578 -1.60662 -0.57526  0.20
C: -4.02081 0.73945 -0.74349  -0.95
C: -2.38617 -1.03267 -2.46341  -0.93
H: 3.21318 -3.15219 -1.20527  0.17
C: 1.29150 -1.87309 -2.73642  -0.39
C: 2.85398 -0.05011 -2.16577  -0.39
H: -0.19319 2.61085 -0.90454  -0.02
H: 1.70186 -2.35179 -3.65308  0.17
H: 0.65095 -2.58591 -2.19041  0.21
H: 0.66461 -1.01796 -3.05099  0.17
H: 3.69658 -0.07317 -2.89287  0.17
H: 2.05334 0.57324 -2.59789  0.18
H: 3.20718 0.43977 -1.23639  0.20
H: -3.38729 -1.33361 -2.81081  0.23
H: -1.91687 -0.33974 -3.17805  0.24
H: -1.75083 -1.92810 -2.38235  0.27
H: -4.87092 0.19145 -1.17626  0.23
H: -4.24043 0.92469 0.32104  0.23
H: -3.86932 1.70986 -1.24715  0.24
H: 0.32340 2.12182 -1.13836  0.02
F: 3.84319 -0.20190 1.37330  -0.33
C: 3.11823 0.80987 1.94839  0.31
C: 1.76273 0.99089 1.74625  -0.59
C: 1.23836 2.12290 2.34313  0.26
F: -0.16144 2.43680 2.32152  -0.43
C: 1.97293 3.03005 3.09665  0.24
F: 1.34931 4.08164 3.65063  -0.30
C: 3.31765 2.77942 3.32770  0.27
F: 4.03892 3.57740 4.13692  -0.29
C: 3.89146 1.65573 2.75340  0.28
F: 5.18104 1.35632 3.01354  -0.29

Cartesian forces, eV/Å:
C -0.2 0.0 0.1
C 0.2 0.5 -0.3
C -0.1 -1.5 0.1
C -0.2 2.3 -0.1
C -0.2 -1.4 0.0
C 0.0 0.5 -0.4
C 0.4 0.3 0.0
C 0.4 -0.3 0.0
N -0.9 0.9 0.6
Ca 0.9 -2.0 -0.9
C -0.2 0.3 0.2
P -0.2 -0.7 0.3
H -0.3 0.0 -0.1
H 0.4 0.0 -0.1
H 0.0 0.3 0.2
H 0.2 -0.1 -0.1
H 0.0 0.0 0.2
H -0.5 -0.4 -0.3
H -0.1 0.3 -0.3
H -0.2 -0.6 0.0
C -0.2 0.0 -0.3
C 0.2 0.4 -0.3
H -0.1 0.3 0.3
C 0.4 -0.1 -0.1
C 0.3 -0.3 0.0
H 0.1 -0.1 0.0
H -0.5 0.0 0.2
H 0.3 0.2 -0.2
H 0.1 -0.4 0.1
H -0.3 0.3 0.2
H 0.2 -0.1 0.1
H -0.2 -0.3 -0.4
H 0.3 0.2 0.1
H -0.3 -0.4 0.0
H -0.2 0.4 0.1
H 0.2 0.3 0.1
H 0.1 0.0 -0.3
H -0.3 -0.4 0.2
H -0.1 0.1 0.1
F -0.4 0.7 0.4
C 0.5 0.5 0.2
C -1.0 0.9 0.1
C 2.3 -0.2 0.6
F 0.2 0.0 -0.1
C -0.6 0.0 0.1
F 0.4 0.1 0.1
C 0.0 0.2 0.2
F -0.3 -0.3 -0.4
C 0.2 -0.6 -0.2
F -0.6 0.3 -0.2